1.
A cluster of 11 separate species, C3H28N2O11 in total, computed with the ωB97M-V functional and the def2-TZVPD basis.

energy above the lowest of the compared OMol25 structures with the same formula, charge and spin	37.2	kcal/mol
HOMO-LUMO gap	10.0	eV
charge	0
lowest unoccupied orbital energy	0.12	eV
highest occupied orbital energy	-9.89	eV

XYZ file:
```
44
C3H28N2O11 (the ωB97M-V functional and the def2-TZVPD basis)
C 1.24 1.34 3.38
N -0.12 1.23 2.87
C -0.32 0.09 1.98
C -1.77 -0.35 2.02
N -2.67 -0.02 1.08
O -2.09 -1.09 2.97
H 1.99 1.21 2.60
H 1.47 0.60 4.16
H 1.35 2.30 3.87
H -0.75 1.11 3.66
H 0.24 -0.81 2.30
H 0.03 0.33 0.97
H -2.36 0.39 0.20
H -3.55 -0.52 1.11
H 3.67 2.40 -0.67
H 3.49 4.02 -0.73
O 3.63 3.20 -1.20
H -2.75 -1.87 -2.55
H -1.86 -1.93 -1.34
O -2.68 -1.52 -1.66
H 0.78 2.79 -2.30
H 1.02 2.42 -0.78
O 0.92 2.06 -1.68
H 0.78 -2.79 -3.89
H 0.56 -1.29 -4.09
O 0.38 -2.16 -4.48
H -1.32 -2.82 2.23
H -1.82 -3.97 1.36
O -1.00 -3.57 1.70
H 1.32 0.48 -2.44
H 2.62 0.21 -3.03
O 1.80 -0.27 -2.87
H 0.00 -2.54 0.45
H 0.89 -2.44 -0.79
O 0.03 -2.16 -0.46
H -0.78 1.21 -1.62
H -2.18 0.38 -1.80
O -1.73 1.16 -1.45
H -0.18 2.45 1.43
H -0.60 3.51 0.50
O 0.22 3.08 0.79
H 1.87 -1.13 0.20
H 2.63 -0.49 -0.98
O 2.73 -1.09 -0.22
```



2.
A cluster of 12 separate species, C22H70F3N14O14S in total, computed with the ωB97M-V functional and the def2-TZVPD basis.

HOMO-LUMO gap	8.6	eV
charge	+1
lowest unoccupied orbital energy	-2.07	eV
highest occupied orbital energy	-10.63	eV

XYZ file:
```
124
C22H70F3N14O14S (the ωB97M-V functional and the def2-TZVPD basis)
O -3.87 -0.82 0.73
H -4.29 -0.83 -0.14
H -3.79 0.09 1.02
H -4.44 -1.29 1.34
O 2.08 3.79 1.12
H 2.88 3.32 1.39
H 2.29 4.62 0.70
H 1.50 3.93 1.88
C -0.19 0.77 -1.94
F -1.23 1.08 -2.68
F -0.02 -0.54 -2.10
F 0.91 1.41 -2.28
S -0.45 1.12 -0.06
O 0.93 1.15 0.39
O -1.22 2.37 0.12
O -1.11 -0.06 0.54
C 4.62 1.78 -0.75
O 4.80 2.57 0.16
N 5.44 1.53 -1.65
N 3.46 1.12 -0.97
H 5.16 1.22 -2.57
H 6.27 2.07 -1.47
H 2.70 1.34 -0.35
H 3.45 0.38 -1.65
C -0.64 5.16 2.34
O 0.09 4.40 2.94
N -1.49 4.78 1.43
N -0.67 6.41 2.51
H -1.58 3.86 1.03
H -2.02 5.61 1.17
H -0.18 6.84 3.28
H -1.23 7.01 1.91
C 3.29 0.84 3.08
O 3.30 1.99 2.61
N 4.02 0.38 4.05
N 2.27 0.04 2.84
H 4.01 -0.51 4.52
H 4.68 1.01 4.47
H 1.76 0.46 2.08
H 2.38 -0.90 3.18
C 0.27 -3.02 -4.62
O 0.56 -4.12 -5.05
N -0.46 -2.66 -3.65
N 0.65 -1.86 -5.15
H -0.33 -1.73 -3.27
H -0.89 -3.36 -3.06
H 1.08 -2.08 -6.03
H 0.32 -1.01 -4.73
C -1.47 -2.86 4.09
O -2.56 -3.07 3.59
N -0.80 -1.83 3.88
N -0.93 -3.68 4.94
H -1.22 -1.11 3.32
H 0.05 -1.69 4.41
H -1.39 -4.53 5.23
H 0.04 -3.55 5.20
C -6.23 -0.73 4.85
C -5.32 -0.41 3.69
C -3.93 0.00 4.20
O -3.47 0.92 3.21
C -2.11 1.23 3.40
N -5.56 -1.35 2.60
H -6.31 0.13 5.52
H -5.91 -1.51 5.55
H -7.27 -0.90 4.55
H -5.65 0.53 3.25
H -3.15 -0.69 4.54
H -4.18 0.61 5.07
H -1.84 2.16 2.90
H -1.47 0.45 2.98
H -1.88 1.30 4.46
H -5.57 -2.26 3.02
H -6.49 -1.22 2.21
C -5.00 3.86 0.96
C -4.98 2.75 -0.01
C -4.47 2.88 -1.44
O -4.99 1.83 -2.21
C -4.78 1.86 -3.57
N -3.98 1.86 0.63
H -5.42 3.51 1.91
H -5.74 4.57 0.60
H -4.00 4.30 0.96
H -5.94 2.24 -0.10
H -3.39 2.99 -1.54
H -4.81 3.83 -1.85
H -5.16 0.96 -4.06
H -3.71 1.93 -3.78
H -5.19 2.78 -3.99
H -3.94 2.01 1.63
H -3.06 2.13 0.31
C 4.28 -5.57 0.74
C 3.10 -5.68 -0.21
C 2.91 -4.23 -0.91
O 2.38 -3.37 0.07
C 2.02 -2.10 -0.47
N 3.48 -6.64 -1.22
H 5.19 -5.19 0.27
H 4.54 -6.52 1.22
H 4.08 -4.91 1.58
H 2.18 -5.92 0.32
H 2.13 -4.39 -1.65
H 3.70 -3.91 -1.58
H 2.82 -1.45 -0.83
H 1.46 -1.50 0.24
H 1.43 -2.32 -1.36
H 3.67 -7.49 -0.71
H 4.38 -6.29 -1.51
C 4.32 -1.86 -5.26
C 4.65 -0.81 -4.27
C 3.58 0.23 -4.23
O 3.49 0.99 -5.39
C 2.50 1.97 -5.32
N 4.71 -1.50 -3.01
H 4.18 -1.48 -6.27
H 3.38 -2.38 -5.11
H 5.16 -2.56 -5.31
H 5.56 -0.33 -4.62
H 3.90 1.01 -3.54
H 2.61 -0.23 -4.02
H 2.81 2.78 -4.66
H 1.59 1.54 -4.89
H 2.29 2.44 -6.28
H 5.59 -1.91 -2.74
H 4.08 -2.28 -2.89
```



3.
A structure of composition C15H46O9V2, computed with the ωB97M-V functional and the def2-TZVPD basis.

HOMO-LUMO gap (spin up / spin down)	5.0 / 8.4	eV
charge	+1
multiplicity	8
lowest unoccupied orbital energy (spin up / spin down)	-3.20 / -3.29	eV
highest occupied orbital energy (spin up / spin down)	-8.21 / -11.66	eV

XYZ file:
```
72
C15H46O9V2 (the ωB97M-V functional and the def2-TZVPD basis)
V -2.13 -2.89 -1.44
V -0.32 -0.73 -3.25
C -0.31 -0.32 0.00
O -1.02 -0.98 -1.02
H -0.20 -0.85 0.94
H 0.68 -0.16 -0.42
H -0.66 0.71 0.13
O -1.80 -2.25 -3.47
H -1.43 -2.78 -4.20
C -2.49 3.16 -2.58
C -2.80 1.67 -2.76
O -1.63 1.12 -3.35
H -3.25 3.71 -2.03
H -2.29 3.64 -3.53
H -1.58 3.27 -2.00
H -3.72 1.52 -3.31
H -2.91 1.23 -1.77
H -1.53 1.64 -4.15
C 3.21 -1.99 2.04
C 4.31 -1.29 1.34
O 5.40 -1.04 2.23
H 2.34 -2.11 1.39
H 2.97 -1.41 2.93
H 3.50 -2.95 2.48
H 3.93 -0.33 0.98
H 4.70 -1.76 0.44
H 5.80 -1.87 2.48
C 3.40 -2.29 -1.65
C 2.69 -2.37 -3.03
O 1.33 -2.29 -2.77
H 3.25 -1.29 -1.23
H 4.48 -2.28 -1.78
H 3.16 -3.06 -0.91
H 2.88 -3.26 -3.63
H 3.05 -1.50 -3.57
H 1.11 -3.07 -2.26
C 2.10 1.74 2.51
C 0.68 1.44 2.96
O 0.56 1.94 4.24
H 2.96 1.49 3.13
H 2.17 2.81 2.30
H 2.30 1.31 1.53
H 0.59 0.37 3.12
H -0.10 1.88 2.33
H 0.96 1.39 4.92
C -3.22 -2.21 2.43
C -2.65 -3.47 1.79
O -3.16 -3.59 0.47
H -2.91 -1.37 1.81
H -2.82 -2.08 3.44
H -4.29 -2.35 2.50
H -2.84 -4.37 2.37
H -1.56 -3.36 1.78
H -4.03 -3.99 0.54
C 2.56 2.36 -1.43
C 1.23 2.21 -2.29
O 1.23 1.02 -3.05
H 2.83 1.53 -0.79
H 2.45 3.25 -0.81
H 3.45 2.47 -2.05
H 1.03 3.04 -2.98
H 0.37 2.14 -1.64
H 1.94 1.10 -3.68
C -4.36 1.33 2.25
C -3.28 2.28 1.78
O -3.86 3.45 1.27
H -4.88 1.73 3.12
H -3.92 0.47 2.75
H -5.20 1.09 1.61
H -2.74 1.88 0.92
H -2.58 2.55 2.58
H -3.10 3.96 1.00
```



| no. | maximum force (hartree/bohr) |
| --- | --- |
| 1 | 0.0278 |
| 2 | 0.1604 |
| 3 | 0.0607 |